ORCA calculation (ωB97M-V/def2-TZVPD) on a cluster of 7 separate species, C28H42O21 in total at a distorted geometry.

Bonds (Å) are listed after each position.
Atoms and positions in Å:
1 C -19.41 21.77 -28.77  C2 1.527, H8 1.090, H9 1.090, H10 1.090
2 C -18.77 22.87 -27.93  C1 1.527, C3 1.526, O7 1.413, H11 1.090
3 C -17.34 22.65 -27.43  C2 1.526, O4 1.404, H12 1.090, H13 1.090
4 O -16.53 23.56 -28.12  C3 1.404, C5 1.307
5 C -17.28 24.45 -28.70  O4 1.307, O6 1.211, O7 1.307
6 O -16.85 25.51 -29.11  C5 1.211
7 O -18.53 24.07 -28.64  C2 1.413, C5 1.307
8 H -19.35 20.89 -28.15  C1 1.090
9 H -18.85 21.51 -29.67  C1 1.090
10 H -20.43 22.04 -29.05  C1 1.090
11 H -19.41 23.09 -27.08  C2 1.090
12 H -17.07 21.61 -27.59  C3 1.090
13 H -17.40 22.89 -26.37  C3 1.090
14 C -14.98 25.44 -25.37  C15 1.552, H21 1.090, H22 1.090, H23 1.090
15 C -15.06 26.17 -24.01  C14 1.552, C16 1.498, O20 1.420, H24 1.090
16 C -13.89 27.06 -23.71  C15 1.498, O17 1.349, H25 1.090, H26 1.090
17 O -14.49 28.19 -23.28  C16 1.349, C18 1.324
18 C -15.81 28.16 -23.37  O17 1.324, O19 1.227, O20 1.305
19 O -16.59 29.07 -23.07  C18 1.227
20 O -16.15 27.07 -24.00  C15 1.420, C18 1.305
21 H -15.83 24.77 -25.53  C14 1.090
22 H -14.06 24.86 -25.37  C14 1.090
23 H -14.86 26.19 -26.15  C14 1.090
24 H -15.10 25.46 -23.18  C15 1.090
25 H -13.36 27.29 -24.64  C16 1.090
26 H -13.25 26.60 -22.95  C16 1.090
27 C -8.44 27.29 -27.52  C28 1.536, H34 1.090, H35 1.090, H36 1.090
28 C -9.63 26.88 -26.65  C27 1.536, C29 1.478, O33 1.401, H37 1.090
29 C -10.92 27.60 -26.76  C28 1.478, O30 1.400, H38 1.090, H39 1.090
30 O -11.85 26.58 -26.55  C29 1.400, C31 1.362
31 C -11.26 25.38 -26.81  O30 1.362, O32 1.210, O33 1.368
32 O -11.86 24.34 -26.92  C31 1.210
33 O -9.93 25.59 -27.10  C28 1.401, C31 1.368
34 H -7.49 26.75 -27.49  C27 1.090
35 H -8.09 28.25 -27.15  C27 1.090
36 H -8.78 27.47 -28.54  C27 1.090
37 H -9.36 26.78 -25.60  C28 1.090
38 H -10.97 28.18 -27.68  C29 1.090
39 H -11.05 28.38 -26.02  C29 1.090
40 C -17.51 15.70 -26.93  C41 1.595, H47 1.090, H48 1.090, H49 1.090
41 C -18.32 16.80 -26.10  C40 1.595, C42 1.482, O46 1.418, H50 1.090
42 C -18.18 18.18 -26.62  C41 1.482, O43 1.397, H51 1.090, H52 1.090
43 O -19.50 18.64 -26.64  C42 1.397, C44 1.322
44 C -20.36 17.66 -26.42  O43 1.322, O45 1.224, O46 1.292
45 O -21.58 17.76 -26.55  C44 1.224
46 O -19.72 16.57 -26.17  C41 1.418, C44 1.292
47 H -16.44 15.70 -26.74  C40 1.090
48 H -17.62 15.98 -27.98  C40 1.090
49 H -18.00 14.73 -27.00  C40 1.090
50 H -17.94 16.76 -25.08  C41 1.090
51 H -17.69 18.32 -27.59  C42 1.090
52 H -17.57 18.71 -25.89  C42 1.090
53 C -15.25 21.92 -24.32  C54 1.544, H60 1.090, H61 1.090, H62 1.090
54 C -14.61 21.43 -25.64  C53 1.544, C55 1.494, O59 1.363, H63 1.090
55 C -13.16 21.07 -25.59  C54 1.494, O56 1.441, H64 1.090, H65 1.090
56 O -13.05 19.69 -25.98  C55 1.441, C57 1.316
57 C -14.29 19.28 -26.12  O56 1.316, O58 1.221, O59 1.382
58 O -14.65 18.11 -26.24  C57 1.221
59 O -15.24 20.26 -25.92  C54 1.363, C57 1.382
60 H -15.01 22.95 -24.08  C53 1.090
61 H -14.92 21.32 -23.47  C53 1.090
62 H -16.34 21.91 -24.29  C53 1.090
63 H -14.83 22.15 -26.43  C54 1.090
64 H -12.92 21.18 -24.53  C55 1.090
65 H -12.52 21.72 -26.19  C55 1.090
66 C -14.65 17.64 -23.15  C67 1.469, H73 1.090, H74 1.090, H75 1.090
67 C -13.39 17.00 -23.57  C66 1.469, C68 1.477, O72 1.389, H76 1.090
68 C -12.23 17.91 -23.59  C67 1.477, O69 1.401, H77 1.090, H78 1.090
69 O -11.26 17.31 -22.77  C68 1.401, C70 1.318
70 C -11.73 16.15 -22.37  O69 1.318, O71 1.234, O72 1.301
71 O -11.10 15.33 -21.68  C70 1.234
72 O -12.98 16.02 -22.68  C67 1.389, C70 1.301
73 H -14.99 18.45 -23.79  C66 1.090
74 H -14.77 17.98 -22.12  C66 1.090
75 H -15.44 16.92 -23.37  C66 1.090
76 H -13.50 16.49 -24.53  C67 1.090
77 H -12.44 18.94 -23.32  C68 1.090
78 H -11.72 17.95 -24.56  C68 1.090
79 C -13.26 20.56 -20.40  C80 1.583, H86 1.090, H87 1.090, H88 1.090
80 C -12.34 19.31 -20.10  C79 1.583, C81 1.528, O85 1.311, H89 1.090
81 C -10.83 19.56 -20.15  C80 1.528, O82 1.414, H90 1.090, H91 1.090
82 O -10.30 18.77 -19.11  C81 1.414, C83 1.360
83 C -11.35 18.41 -18.32  O82 1.360, O84 1.236, O85 1.352
84 O -11.21 17.80 -17.25  C83 1.236
85 O -12.50 18.76 -18.92  C80 1.311, C83 1.352
86 H -14.26 20.19 -20.21  C79 1.090
87 H -13.22 20.91 -21.43  C79 1.090
88 H -13.03 21.41 -19.76  C79 1.090
89 H -12.51 18.55 -20.87  C80 1.090
90 H -10.62 20.63 -20.05  C81 1.090
91 H -10.52 19.34 -21.17  C81 1.090

Values from the calculation:
HOMO (alpha / beta) ... -12.31 / -12.31 eV
Energy above the lowest of the compared OMol25 structures with the same formula, charge and spin ... 47.6 kcal per mole
Net charge ... +1
Total energy ... -2671.768789 Eh
Gap between HOMO and LUMO (alpha / beta) ... 8.05 / 1.81 eV
F_max ... 5.97 eV/A
2S+1 ... 2